Record 1
Molecular formula: C29H45BN2O6
Method: DFT, ωB97M-V/def2-TZVPD

## Properties
Total energy, eV: -46743.401
Frontier orbital gap (alpha / beta), eV: 7.48 / 8.28
Highest occupied orbital energy (alpha / beta), eV: -8.41 / -9.21
Multiplicity: 3

Last column: Mulliken spin population.
Element x y z (Å)
O 2.411370 -2.655578 1.331060  0.00
C 1.329641 -3.215138 1.301572  0.00
C 1.196826 -4.656989 1.616669  0.00
C 0.077616 -5.309045 1.349755  0.00
C -1.088089 -4.670585 0.682744  0.00
O -1.896881 -5.402244 0.134135  0.00
C -1.149447 -3.180710 0.706911  0.00
C -2.306729 -2.473199 0.485305  0.00
C -3.630331 -3.155281 0.238560  0.00
B -4.877013 -2.562928 1.008802  0.00
O -6.130600 -3.175882 0.798307  0.00
O -4.818630 -1.526356 1.882965  0.00
C -2.237638 -1.113214 0.503805  0.01
C -1.098230 -0.408557 0.737471  0.00
C 0.069470 -1.120197 1.001427  0.00
C 0.023349 -2.489456 0.982889  0.00
H 2.033039 -5.171395 2.071815  0.00
H 0.015700 -6.362223 1.588944  0.00
H -3.858130 -3.030027 -0.827475  0.00
H -3.613113 -4.222870 0.429229  0.00
H -6.239170 -3.831935 1.495257  0.00
H -5.692009 -1.288168 2.208474  0.00
H -3.147227 -0.560896 0.311083  0.00
H -1.111784 0.670228 0.765275  0.00
H 0.995731 -0.622135 1.247477  0.00
C 4.092801 1.649061 4.652375  0.01
C 3.598828 2.292731 3.340050  0.02
C 4.378543 3.586998 3.114197  0.02
C 3.989483 4.677897 4.109029  -0.02
C 2.478959 4.917198 4.100200  0.02
C 1.624012 3.647786 4.211219  0.01
N 2.127433 2.532080 3.354736  0.35
O 1.730658 2.738081 2.137848  0.59
C 1.537062 3.176243 5.676496  0.02
C 0.183418 4.015009 3.853897  -0.01
C 3.938704 1.266977 2.272251  -0.02
H 5.106133 1.271023 4.517446  0.00
H 4.151805 2.336537 5.491945  0.00
H 3.461358 0.807018 4.940426  -0.01
H 4.205473 3.953982 2.097351  0.00
H 5.449720 3.387639 3.187978  0.00
H 4.324622 4.422037 5.117634  0.00
H 4.503421 5.605729 3.849632  0.00
H 2.214846 5.601074 4.909497  0.00
H 2.228277 5.435638 3.169089  0.00
H 0.995173 2.231270 5.741297  -0.01
H 0.996720 3.905717 6.280235  0.00
H 2.501510 3.044492 6.160202  0.00
H 0.105994 4.481003 2.872911  0.00
H -0.203535 4.731013 4.578710  0.00
H -0.464253 3.136797 3.868604  0.00
H 3.388040 0.336703 2.426968  0.01
H 5.003049 1.032922 2.288419  0.00
H 3.719815 1.612705 1.262860  0.00
C -1.069923 0.582559 -6.432777  0.01
C -1.497050 -0.845679 -6.037378  0.03
C -2.919808 -0.795038 -5.469384  0.03
C -2.974053 -0.114066 -4.100940  -0.02
C -1.992440 -0.766922 -3.127170  0.02
C -0.583593 -0.955747 -3.658836  0.03
N -0.547800 -1.465019 -5.062570  0.33
O -0.754868 -2.746828 -5.046440  0.58
C 0.225875 0.355872 -3.573646  0.03
C 0.108892 -1.882384 -2.679003  -0.02
C -1.477256 -1.616496 -7.355784  -0.01
H -1.636687 0.908272 -7.305336  0.00
H -1.260993 1.332574 -5.670100  0.00
H -0.011018 0.618793 -6.693580  -0.01
H -3.320860 -1.809678 -5.380164  0.00
H -3.575574 -0.268272 -6.166386  0.00
H -2.760627 0.954605 -4.191453  0.00
H -3.986767 -0.183097 -3.697269  0.00
H -1.939584 -0.183292 -2.206392  0.00
H -2.399246 -1.744826 -2.845684  0.00
H 1.214338 0.222391 -4.015983  -0.02
H 0.369494 0.647915 -2.532464  0.00
H -0.247942 1.205244 -4.059139  0.00
H -0.438874 -2.814055 -2.536809  0.00
H 0.151604 -1.391529 -1.707881  0.00
H 1.128854 -2.130215 -2.980322  -0.01
H -0.468567 -1.651163 -7.771008  0.00
H -2.123146 -1.124498 -8.082919  0.00
H -1.838173 -2.637997 -7.249142  0.00

Forces on the atoms, in the same order (eV/Å):
-0.7 -0.2 0.0
-0.1 0.3 -0.1
0.2 0.2 0.1
0.0 -0.1 0.2
-0.1 -0.6 -0.2
0.3 0.4 0.3
0.4 -0.9 0.1
-0.9 -1.5 -0.1
-0.2 1.1 0.1
-0.5 -0.4 -0.2
0.5 0.1 0.3
0.3 0.2 0.0
-1.2 1.4 -0.4
1.1 0.0 0.4
-0.2 0.7 0.1
1.7 -0.4 0.3
0.2 0.2 -0.1
-0.3 -0.1 -0.2
-0.1 -0.3 0.0
0.1 0.0 -0.2
-0.4 -0.1 -0.2
-0.1 0.0 0.1
-0.1 0.0 0.0
0.1 0.1 -0.1
0.1 0.0 -0.1
-0.2 0.1 0.3
1.2 -1.1 1.0
-0.2 0.5 -0.1
-0.1 -0.1 0.1
0.5 0.1 -0.4
-0.7 0.1 1.8
0.4 1.9 -1.5
-0.4 -0.7 0.0
0.3 -0.1 0.2
-0.1 -0.1 -0.6
-0.2 -0.1 -0.8
0.0 0.0 -0.2
-0.1 0.0 0.0
0.0 0.0 0.0
-0.1 -0.1 0.0
0.0 -0.2 0.0
0.0 -0.1 0.0
0.0 0.0 0.0
-0.1 -0.1 0.0
-0.1 -0.1 0.0
0.0 0.0 -0.1
0.0 0.1 -0.1
0.0 0.0 -0.1
0.1 -0.1 0.0
0.1 0.0 0.1
0.0 0.0 0.0
0.0 0.0 0.0
0.0 0.1 0.2
-0.1 0.1 0.1
0.1 0.2 0.2
0.0 1.4 -1.2
-0.1 -0.1 0.5
0.1 0.0 0.0
-1.0 0.0 -0.3
1.2 1.5 0.7
-1.9 -1.4 0.8
0.7 0.0 -0.3
-0.1 0.3 -0.2
0.2 -0.9 -0.1
0.0 -0.6 0.1
0.0 -0.2 0.0
0.1 -0.1 0.0
0.0 0.0 0.0
0.2 -0.1 0.0
0.1 0.0 -0.1
0.0 0.0 -0.1
0.0 0.0 0.0
0.1 0.0 0.0
0.1 0.0 -0.1
0.0 0.0 0.0
0.0 -0.1 0.0
0.0 0.0 0.0
0.0 0.0 -0.2
0.0 0.1 0.0
0.0 0.0 -0.1
0.0 0.0 0.0
0.0 0.1 0.1
0.1 0.0 0.1

Record 2
Molecular formula: C29H45BaNO6S2Si3Te
Method: DFT, ωB97M-V/def2-TZVPD

## Properties
Total energy, eV: -97873.202
Energy above the lowest of the compared OMol25 structures with the same formula, charge and spin, eV: 2.795
Frontier orbital gap, eV: 4.16
Highest occupied orbital energy, eV: -0.61
Total charge: -2
Multiplicity: 1

Last column: Löwdin charge in e.
Element x y z (Å)
Ba 0.939390 -0.509527 -0.074692  1.76
O 0.213179 -3.179454 3.795646  -0.36
S 1.099145 -2.307456 3.042686  0.44
O 2.061886 -1.570904 3.810602  -0.29
O 0.285152 -1.476485 2.111541  -0.68
C 2.135788 -3.591934 2.079564  -0.34
C 2.073242 -4.814906 2.775406  -0.11
C 3.144888 -5.685802 2.871001  -0.09
C 4.360082 -5.390054 2.275045  -0.10
C 4.443369 -4.232507 1.521102  -0.07
C 3.365950 -3.366893 1.403576  -0.28
S 3.609557 -1.965190 0.321467  0.39
O 4.994866 -1.895216 -0.050325  -0.29
O 3.083754 -0.891583 1.156226  -0.52
O 2.715556 -2.155385 -0.839986  -0.62
H 1.150024 -5.052228 3.280844  0.10
H 3.027186 -6.594062 3.451917  0.10
H 5.215737 -6.043990 2.384142  0.09
H 5.350872 -3.971431 0.992732  0.10
C -2.560411 3.444908 1.626915  -0.20
Si -1.515543 1.881922 1.318675  0.34
C -2.449656 0.645558 2.404594  -0.18
C 0.207210 2.142077 2.104605  -0.19
C -1.447491 1.511612 -0.480762  -0.56
Si -1.059788 2.969071 -1.527299  0.36
C 0.104618 4.197307 -0.692396  -0.17
C -0.377770 2.560647 -3.249666  -0.19
C -2.568770 4.063182 -1.964657  -0.20
Si -2.714652 0.459233 -1.198679  0.39
C -2.520429 0.058720 -3.041033  -0.18
C -4.479499 1.201631 -1.119722  -0.19
C -3.061878 -1.239044 -0.345111  -0.29
C -4.354624 -1.778676 -0.379435  -0.09
C -4.731933 -2.749470 0.532743  -0.09
C -3.826299 -3.132744 1.510041  -0.07
C -2.544411 -2.610222 1.444378  -0.21
N -2.153626 -1.760067 0.498686  -0.01
H -2.659682 3.657747 2.697380  0.02
H -3.560836 3.269807 1.219165  0.02
H -2.153534 4.335231 1.144866  0.00
H -2.680313 1.145994 3.351279  0.03
H -1.870962 -0.250201 2.624775  0.00
H -3.396057 0.341242 1.947310  0.02
H 0.399309 1.409433 2.893019  0.03
H 0.281365 3.148144 2.523616  0.03
H 1.009300 2.055817 1.363850  -0.02
H 0.840557 3.719453 -0.048048  0.01
H -0.448499 4.929470 -0.097131  0.02
H 0.675847 4.741055 -1.448693  0.03
H 0.089527 1.577768 -3.282777  0.00
H 0.396618 3.287799 -3.503264  0.01
H -1.158648 2.610173 -4.014181  0.01
H -3.167463 4.311707 -1.084961  0.01
H -3.224244 3.585211 -2.699092  0.01
H -2.207064 4.999815 -2.404633  0.02
H -2.744167 0.939288 -3.647774  0.02
H -3.218518 -0.736592 -3.320573  0.02
H -1.510484 -0.264648 -3.301941  0.02
H -4.407806 2.277697 -1.281094  0.00
H -4.925146 1.048242 -0.131898  0.02
H -5.167043 0.793884 -1.869106  0.02
H -5.075568 -1.395619 -1.090599  0.09
H -5.732514 -3.167761 0.510538  0.09
H -4.095909 -3.822733 2.299460  0.10
H -1.785532 -2.882129 2.174620  0.09
C 1.598247 -4.968697 -1.161874  -0.39
Te 0.335871 -3.631029 -0.093604  1.37
C -0.943212 -5.277420 0.368722  -0.39
H 0.975200 -5.640372 -1.749083  0.00
H 2.184715 -5.539150 -0.438455  0.01
H 2.258493 -4.387253 -1.796663  0.00
H -0.288819 -6.130843 0.542205  0.00
H -1.608700 -5.469196 -0.469553  0.00
H -1.518267 -5.065398 1.263904  -0.01
C 2.597722 1.585472 -1.849959  -0.18
C 3.049265 2.916588 -1.669726  -0.38
C 3.580761 3.378975 -0.429977  -0.09
C 3.989731 4.681032 -0.240792  -0.14
C 3.901577 5.633307 -1.260642  -0.17
C 3.394633 5.210959 -2.487923  -0.16
C 2.990915 3.905232 -2.693355  -0.11
H 3.173165 0.858296 -1.274213  -0.02
H 2.442703 1.267159 -2.880740  0.01
H 3.641194 2.676450 0.396536  0.10
H 4.378933 4.970526 0.731287  0.08
H 4.219777 6.656986 -1.104436  0.06
H 3.316733 5.919646 -3.308566  0.08
H 2.612156 3.612797 -3.667574  0.09

Forces on the atoms, in the same order (eV/Å):
-1.6 2.8 -1.1
-0.2 0.0 0.1
-0.7 -0.4 -0.7
0.2 0.0 0.0
0.8 -0.5 0.9
1.2 0.2 1.6
-0.1 0.0 -0.2
0.0 -0.2 -0.1
-0.1 0.0 0.0
-0.1 -0.1 -0.3
-0.1 0.1 -0.2
0.7 -0.5 0.8
0.0 -0.1 0.1
0.6 0.7 0.1
0.2 -0.6 -0.3
0.0 0.1 0.1
0.0 0.0 0.0
0.0 0.0 0.0
0.0 0.0 0.0
0.2 0.1 0.2
-0.4 0.3 -0.4
0.1 0.0 0.0
-0.2 -0.2 -0.1
0.0 -0.6 0.2
0.1 0.0 0.0
0.0 0.0 0.0
0.0 0.0 0.0
0.0 0.0 0.0
-0.3 0.2 -0.2
0.1 0.0 0.0
0.0 0.0 0.0
-0.1 0.0 0.2
0.0 0.0 0.0
0.0 0.0 0.0
0.0 0.0 0.0
0.1 -0.2 -0.2
0.0 0.6 0.1
0.0 0.0 0.0
0.0 0.0 0.0
0.0 0.0 0.0
0.0 0.0 0.0
0.0 0.0 0.0
0.0 0.0 0.0
0.0 0.0 0.0
0.1 0.0 0.0
0.0 0.1 0.0
0.0 0.0 0.0
0.0 0.0 0.0
0.0 0.0 0.0
0.0 0.0 0.0
0.0 0.0 0.0
0.0 0.0 0.0
0.0 0.0 0.0
0.0 0.0 0.0
0.0 0.0 0.0
0.0 0.0 0.0
0.0 0.0 0.0
0.0 0.0 0.0
0.0 0.0 0.0
0.0 0.0 0.0
0.0 0.0 0.0
0.0 0.0 0.0
0.0 0.0 0.0
0.0 0.0 0.0
0.0 0.0 0.0
0.1 -0.1 0.2
-0.8 -1.5 -1.3
0.0 0.1 0.0
0.0 0.0 0.0
0.0 0.0 0.0
0.0 0.0 0.0
0.0 0.0 0.0
0.0 -0.1 0.0
0.0 0.0 0.0
0.1 -0.3 0.2
0.0 0.1 -0.1
0.0 0.0 0.0
0.0 0.0 0.0
0.0 0.0 0.0
0.0 0.0 0.0
0.0 0.0 0.0
0.1 -0.1 0.0
0.0 0.0 0.0
0.0 0.0 0.0
0.0 0.0 0.0
0.0 0.0 0.0
0.0 0.0 0.0
0.0 0.0 0.0